(1)
Below is a structure of composition C9H36N19NiO12 in a non-equilibrium geometry, with properties calculated with ωB97M-V with the def2-TZVPD basis set.

Element x y z (Å)
H1 1.217 3.018 1.238
H2 2.035 -7.106 2.439
O1 -0.448 -1.920 -1.670
H3 -0.941 6.043 -3.717
H4 1.288 2.877 -2.876
H5 2.417 2.198 -4.028
H6 -1.101 -3.545 2.123
C1 -2.360 2.383 2.989
N1 -1.540 -2.833 2.690
N2 -1.694 2.114 4.062
N3 -1.434 -3.358 -3.186
H7 -4.799 0.857 -1.122
H8 -3.655 0.675 0.300
C2 1.651 0.826 -2.737
O2 1.977 6.098 -1.449
H9 -0.514 3.794 -1.429
N4 1.734 2.073 -3.295
O3 0.487 -4.617 1.491
O4 -1.759 0.670 -1.007
C3 1.225 -5.338 2.094
H10 -0.948 2.724 4.365
N5 -3.897 0.778 -0.675
H11 4.672 -1.244 -0.754
H12 2.855 0.993 3.243
O5 -1.222 -1.369 1.086
N6 -1.777 3.385 2.300
H13 2.014 -0.413 2.652
H14 0.015 5.186 -2.486
H15 -1.279 -4.345 -3.335
N7 2.096 0.592 2.711
H16 4.241 -3.128 0.211
H17 -1.015 3.872 2.750
H18 -1.815 -3.009 3.646
H19 -2.315 -0.980 3.829
O6 0.565 0.889 1.039
N8 -0.859 5.394 -2.949
O7 0.848 0.556 -1.889
N9 -2.392 -0.900 2.825
H20 1.929 -1.056 -3.364
H21 2.317 -3.890 2.480
H22 -2.086 3.495 1.345
N10 2.315 -0.122 -3.390
C4 -0.842 -3.006 -2.082
H23 3.509 -0.030 -0.909
N11 -3.259 0.926 -2.651
H24 2.721 -3.686 0.661
N12 1.829 5.113 -0.738
H25 -1.092 -4.950 -1.874
H26 -0.491 -4.138 -0.461
H27 -2.596 0.827 -3.406
H28 3.031 -5.272 3.149
H29 0.449 -7.092 1.645
H30 -1.716 -2.782 -3.966
O8 1.588 -1.485 0.041
N13 3.710 -0.973 -0.608
H31 -1.943 1.317 4.630
H32 2.455 2.789 2.423
C5 -1.826 4.585 -2.635
C6 1.360 1.267 1.891
H33 -2.034 2.918 -1.535
H34 -2.605 -0.001 2.417
N14 1.543 2.541 2.067
N15 3.255 -2.920 0.277
N16 2.226 -4.875 2.685
O9 1.446 4.118 -1.370
O10 1.838 5.173 0.501
Ni1 -0.073 -0.429 -0.377
N17 -1.399 3.621 -1.885
C7 -1.732 -1.672 2.086
H35 2.797 0.078 -4.254
H36 -4.247 1.053 -2.817
C8 2.763 -1.753 -0.176
O11 -2.978 4.644 -3.075
O12 -3.339 1.685 2.643
C9 -2.875 0.811 -1.447
N18 -0.777 -4.100 -1.429
N19 1.254 -6.616 2.027

Calculated values
ΔE to the lowest compared entry with this formula, charge and spin ... 70.6 kcal per mole
E_tot ... -3816.0481 Ha
Strongest force on any atom ... 0.174 hartree/bohr
Multiplicity ... 3
Frontier orbital gap ... 7.492 eV
Total charge ... +1

These are the Löwdin partial charges, in e, on atoms 1 to 8:
1. H 0.09
2. H 0.13
3. O 0.02
4. H 0.13
5. H 0.07
6. H 0.11
7. H 0.07
8. C -0.70

(2)
Below is a structure of composition C55H77BBrMoN8O3P2S3 in a non-equilibrium geometry, with properties calculated with ωB97M-V with the def2-TZVPD basis set.

Element x y z (Å)
C1 0.599 0.473 6.002
C2 -0.479 -1.996 -5.832
H1 -0.342 -4.087 -4.518
N1 -0.291 -1.684 1.437
C3 3.481 -1.031 0.749
C4 -1.888 -4.839 0.207
H2 3.322 -5.211 3.760
P1 -0.134 -0.533 -3.420
C5 0.655 4.125 -1.931
H3 2.589 -2.173 -1.549
C6 -2.708 4.269 -1.863
C7 -2.818 -2.749 4.476
H4 -0.967 5.690 -3.365
H5 -3.017 3.452 -1.215
N2 0.006 0.215 3.635
H6 2.598 -0.232 5.516
H7 3.068 -4.522 2.163
H8 0.444 -1.439 6.994
C8 6.333 3.179 -2.077
C9 4.740 1.727 -3.128
H9 -3.971 -0.502 5.547
C10 -0.028 -0.910 6.168
C11 0.611 4.336 2.783
H10 0.867 -2.578 -1.580
C12 0.441 2.901 3.124
C13 1.655 -3.845 3.668
C14 -0.218 -4.325 2.019
H11 -4.693 -3.678 2.736
H12 -6.043 -2.665 3.245
C15 -0.072 -3.332 -3.782
H13 0.087 -1.482 5.254
H14 -2.436 -3.380 3.676
S1 -1.618 -1.928 -0.811
H15 -5.286 2.068 0.141
C16 5.521 3.261 -0.960
C17 -5.106 -3.108 3.566
C18 1.801 -2.063 -4.837
H16 1.620 -4.710 5.647
H17 -5.879 -0.464 2.574
H18 0.314 -5.285 4.617
H19 3.134 -2.986 4.983
C19 2.116 0.418 6.239
C20 -3.820 -1.093 2.900
C21 -1.954 -0.533 -3.742
C22 0.651 2.384 4.369
H20 -2.057 -2.016 4.716
H21 -5.552 0.575 -0.736
H22 3.955 -0.434 1.524
H23 -0.035 -2.720 -6.513
H24 2.280 2.339 -9.587
H25 0.543 2.325 7.171
H26 1.468 3.761 -1.310
H27 4.408 1.128 -3.963
C23 0.310 -2.040 -4.517
S2 -2.745 1.043 -0.761
H28 1.236 4.419 1.894
C24 -1.923 3.750 -3.069
O1 2.472 0.082 -2.803
C25 -0.955 -2.548 0.628
C26 -4.104 -2.048 4.036
O2 2.248 -0.385 0.454
C27 0.056 1.976 2.117
C28 2.027 2.501 -8.549
C29 -1.012 -3.911 0.973
C30 1.371 -0.892 -0.388
H29 -4.935 -1.903 6.026
H30 -0.423 -1.022 -6.307
H31 0.240 -3.669 5.304
H32 3.320 -2.050 1.109
C31 1.326 2.977 -5.904
C32 -4.691 -1.241 5.200
Mo1 -0.147 0.435 -0.900
N3 0.523 -2.109 2.382
H33 2.503 4.597 -8.627
H34 -2.191 2.314 -4.665
C33 0.378 0.890 -4.460
H35 -2.118 4.973 -1.278
C34 4.327 2.557 -0.924
H36 -2.186 -0.184 -4.747
B1 -0.674 -0.201 1.227
H37 -3.599 4.789 -2.210
H38 2.011 -5.807 2.747
C35 0.359 2.226 -3.971
C36 -3.178 0.371 0.723
H39 -1.518 -2.272 -5.687
H40 5.810 3.855 -0.108
P2 -0.439 2.739 -2.412
C37 -2.792 2.814 -3.905
H41 2.326 0.041 7.236
C38 2.593 1.065 -2.073
H42 -6.558 0.948 0.671
H43 -2.415 5.418 -4.307
C39 0.392 1.012 4.600
H44 1.884 5.015 -6.256
C40 2.560 -4.918 3.042
C41 2.547 -2.686 4.116
H45 -2.328 -1.548 -3.605
C42 1.679 -2.240 -0.947
C43 -0.037 1.418 7.034
C44 0.629 -3.388 2.647
C45 -4.551 0.328 1.113
H46 -5.309 -3.793 4.385
H47 1.848 -2.984 -0.161
H48 -2.884 -4.415 0.097
H49 4.121 -1.068 -0.138
H50 1.491 0.456 -8.200
H51 -0.093 0.912 7.994
H52 3.236 -2.402 3.323
N4 -0.124 0.678 2.404
O3 1.669 1.530 -1.336
H53 -3.268 2.067 -3.273
H54 -1.486 -4.982 -0.796
Br1 3.359 2.620 0.708
H55 1.940 -1.824 4.365
H56 0.083 4.861 -1.365
H57 -1.088 -0.811 6.389
H58 -5.596 -0.720 4.897
H59 -0.243 -5.355 2.332
H60 -0.361 4.776 2.553
H61 2.557 1.407 6.149
C46 1.230 1.667 -6.445
H62 -0.920 -3.195 -3.112
H63 -3.018 -3.368 5.346
H64 2.059 -1.240 -5.497
C47 1.587 1.450 -7.790
C48 0.907 -4.415 4.882
C49 5.952 2.391 -3.153
H65 2.398 -1.979 -3.935
C50 3.899 1.807 -2.019
H66 -1.046 1.691 6.735
H67 0.987 3.023 5.166
H68 -1.963 -5.802 0.705
H69 7.265 3.724 -2.094
H70 -3.572 3.379 -4.412
C51 -4.860 -0.400 2.226
C52 2.155 3.789 -7.999
S3 -0.169 2.496 0.529
C53 -1.511 4.942 -3.931
C54 -5.556 1.021 0.259
N5 0.870 3.213 -4.659
N6 0.798 0.649 -5.676
N7 -2.245 -0.206 1.502
H71 2.044 -3.001 -5.336
H72 1.067 4.884 3.602
H73 6.602 2.293 -4.010
C55 1.816 4.031 -6.696
H74 -2.449 0.101 -3.007
H75 1.045 4.553 -2.854
H76 0.767 -3.727 -3.213
N8 -2.578 -0.942 2.547
H77 -0.908 4.639 -4.782

Calculated values
E_tot ... -7350.0212 Ha
Strongest force on any atom ... 0.060 hartree/bohr
Frontier orbital gap (alpha / beta) ... 6.171 / 6.268 eV
Total charge ... +1

These are the Löwdin partial charges, in e, on atoms 1 to 8:
1. C -0.53
2. C -0.10
3. H 0.09
4. N -0.02
5. C -0.04
6. C -0.04
7. H 0.09
8. P 1.03

(3)
Below is a structure of composition C6H4NdO6 in a non-equilibrium geometry, with properties calculated with ωB97M-V with the def2-TZVPD basis set.

Element x y z (Å)
C1 0.593 -2.338 1.630
C2 -0.519 2.313 0.775
H1 -0.699 3.076 1.535
O1 0.277 -3.387 -2.409
C3 0.223 -2.499 -1.680
O2 0.060 1.263 1.743
O3 0.809 -2.994 2.547
H2 0.169 2.632 -0.036
C4 -0.348 0.692 -2.205
Nd1 0.055 -0.439 0.032
C5 -2.328 -1.193 0.017
H3 1.034 1.294 1.720
H4 -1.482 1.957 0.329
O4 -3.460 -1.318 0.197
O5 3.659 -0.169 -0.652
O6 -0.581 1.503 -2.986
C6 2.538 -0.393 -0.557

Calculated values
ΔE to the lowest compared entry with this formula, charge and spin ... 7.7 kcal per mole
E_tot ... -1242.6230 Ha
Strongest force on any atom ... 0.136 hartree/bohr
Multiplicity ... 4
Frontier orbital gap (alpha / beta) ... 9.717 / 9.973 eV
Total charge ... +3

These are the natural (NBO) partial charges, in e, on atoms 1 to 8:
1. C 0.43
2. C -0.34
3. H 0.33
4. O -0.23
5. C 0.46
6. O -0.73
7. O -0.20
8. H 0.23

(4)
Below is a structure of composition C5H11BrN in a non-equilibrium geometry, with properties calculated with ωB97M-V with the def2-TZVPD basis set.

Element x y z (Å)
N1 0.020 0.253 1.133
H1 0.751 -0.298 1.562
C1 0.071 0.153 -1.221
C2 0.470 1.587 0.711
C3 -0.541 -2.350 0.189
H2 0.624 -2.595 0.260
H3 1.259 1.968 1.302
C4 -0.605 -0.407 -0.113
H4 -0.812 0.188 1.839
H5 0.779 -0.634 -1.636
H6 1.938 1.189 -0.749
H7 -0.620 0.448 -2.052
H8 -1.072 -2.591 1.114
H9 -0.399 2.289 0.596
H10 -1.061 -2.807 -0.575
Br1 -2.448 0.129 -0.099
H11 0.714 2.122 -1.530
C5 0.932 1.356 -0.733

Calculated values
ΔE to the lowest compared entry with this formula, charge and spin ... 51.2 kcal per mole
E_tot ... -2825.5555 Ha
Strongest force on any atom ... 0.116 hartree/bohr
Frontier orbital gap ... 11.041 eV
Total charge ... +1

These are the natural (NBO) partial charges, in e, on atoms 1 to 8:
1. N -0.58
2. H 0.44
3. C -0.55
4. C -0.25
5. C -0.52
6. H 0.22
7. H 0.25
8. C 0.11